# 1
C64H179N13O25 | ωB97M-V/def2-TZVPD

The geometry in XYZ format:
```
281
Properties=species:S:1:pos:R:3:lowdin_charge:R:1
O 4.15 1.46 3.86 -0.19
O -1.71 -5.38 4.31 -0.08
O -0.89 -4.11 7.34 -0.20
O 6.74 -1.10 0.17 -0.09
O -5.36 3.29 3.40 -0.21
O -0.89 1.24 4.28 -0.11
O 0.19 -6.94 0.64 -0.11
O -2.23 3.36 -6.55 -0.19
O -4.98 -0.81 -0.28 -0.08
O -2.76 -4.75 -1.24 -0.18
O 1.48 -0.93 0.04 -0.11
O 2.34 -4.33 -2.84 -0.19
O 5.67 1.81 -2.32 -0.22
O 3.03 -7.81 0.70 -0.09
O 1.85 -6.99 3.13 -0.24
O 0.21 -3.31 4.01 -0.14
O -6.56 -2.00 2.60 -0.22
O -4.45 -0.02 -3.07 -0.09
O 7.42 1.63 0.00 -0.08
O -0.47 1.30 -0.29 -0.09
O -0.96 -1.00 -5.56 -0.18
O -1.76 -0.11 1.89 -0.09
O -1.72 5.12 2.43 -0.20
O 3.70 4.83 0.36 -0.19
O 0.10 4.59 -2.12 -0.20
N 4.25 6.89 -2.67 0.04
N 1.47 -0.63 -6.91 0.04
N 1.02 7.73 -3.71 0.06
N 2.69 -4.49 1.79 0.10
N 2.88 -0.07 -4.02 0.07
N -5.32 -3.07 -3.29 0.04
N -0.11 2.25 -8.00 0.04
N -7.42 3.79 0.48 0.05
N -1.07 -1.63 5.86 0.07
N -4.15 6.18 3.07 0.07
N 3.93 -2.31 -0.33 0.04
N -5.63 -4.17 4.18 0.05
N 1.15 -0.30 2.97 0.06
C 2.01 -2.96 -6.78 -0.07
C -0.80 4.55 -8.72 -0.06
C 4.02 -3.16 -1.53 -0.38
C -3.36 -3.66 -1.96 -0.22
C 2.70 3.93 0.02 -0.11
C -6.74 -0.55 2.43 -0.09
C -0.18 3.65 -7.62 -0.43
C -1.32 4.87 1.12 -0.13
C 1.14 -7.78 4.12 -0.05
C -3.55 0.16 -1.94 -0.23
C 0.18 -3.10 7.41 -0.15
C 3.11 2.35 -4.09 -0.07
C -5.48 3.75 4.74 -0.12
C 0.03 -2.04 -5.57 -0.19
C 2.56 -3.46 -1.74 -0.22
C -0.45 -1.73 7.18 -0.41
C 0.64 6.81 -2.61 -0.45
C 6.77 1.14 -3.04 -0.03
C -1.63 -4.28 -0.51 -0.08
C 3.45 -5.26 2.78 -0.43
C 0.78 -8.02 -0.13 -0.20
C -4.97 -3.85 2.90 -0.42
C -0.87 3.71 -6.26 -0.18
C -4.84 3.84 0.63 -0.05
C -1.92 1.77 3.44 -0.21
C 2.99 1.21 3.12 -0.22
C -0.64 7.37 -2.02 -0.05
C -6.17 3.35 1.16 -0.43
C -1.73 6.51 2.73 -0.18
C -4.52 -4.23 -2.73 -0.40
C 3.84 6.01 -0.47 -0.16
C 2.64 -6.00 3.81 -0.18
C 1.10 -0.46 -1.19 -0.30
C -4.04 -5.25 -3.78 -0.05
C -1.09 3.86 -2.27 -0.09
C 0.73 1.02 -1.04 -0.20
C -0.84 -3.50 3.05 -0.23
C -3.25 8.53 2.75 -0.08
C 4.66 2.77 3.65 -0.09
C 2.30 0.10 3.87 -0.37
C -3.13 7.08 2.42 -0.43
C 3.83 1.10 -3.83 -0.38
C -3.00 3.08 -5.43 -0.12
C -5.50 -4.67 1.69 -0.04
C -5.14 -2.34 2.68 -0.19
C 4.43 5.68 -1.85 -0.43
C 2.19 -7.65 -0.46 -0.23
C 3.25 -1.05 4.10 -0.05
C 5.87 5.16 -1.81 -0.04
C -0.41 -5.40 7.57 -0.14
C -6.44 3.77 2.59 -0.22
C 4.51 1.05 -2.40 -0.19
C -0.98 -0.31 -4.34 -0.11
C -4.34 0.41 -0.70 -0.21
C 6.78 1.12 1.16 -0.22
C 4.91 -4.43 -1.36 -0.01
C -2.67 0.60 2.81 -0.17
C 7.19 -0.34 1.30 -0.20
C 0.99 -4.76 -2.93 -0.09
C -1.16 -4.97 3.04 -0.22
C 0.88 -1.96 -6.86 -0.43
C -1.43 -1.20 8.23 -0.04
C 0.55 5.44 -3.15 -0.22
C 4.55 -4.38 3.37 -0.05
H 3.73 3.26 -4.10 0.08
H -0.13 5.45 -4.06 0.12
H 2.40 2.14 3.09 0.13
H -1.14 -4.96 5.01 0.06
H 2.28 -6.62 -0.85 0.10
H -1.94 -3.56 0.21 0.06
H -4.00 6.27 4.08 0.08
H -3.72 0.70 0.15 0.10
H 1.43 -0.22 1.98 0.06
H -4.75 -1.90 3.60 0.11
H -0.34 8.32 -1.57 0.08
H -0.30 -5.60 2.86 0.09
H -6.21 2.24 1.17 0.13
H -2.69 -3.11 -2.68 0.13
H 2.78 3.01 0.65 0.08
H 6.18 4.69 -2.75 0.08
H 2.79 -2.67 -7.48 0.07
H -6.54 4.86 2.70 0.12
H 2.20 -3.83 -0.79 0.11
H -1.69 0.51 -4.50 0.06
H 4.80 0.05 -2.15 0.09
H 0.95 -3.30 6.63 0.12
H 2.86 6.48 -0.63 0.10
H -1.58 6.50 3.81 0.13
H -3.28 6.98 1.32 0.13
H -3.65 -2.87 -1.23 0.11
H -4.93 4.95 0.55 0.09
H 2.64 2.26 -5.09 0.09
H 4.04 -6.03 2.25 0.13
H 4.77 -1.71 -0.33 0.06
H -4.05 2.88 -5.75 0.10
H 2.45 -1.17 -0.01 0.06
H 5.30 -4.95 3.96 0.09
H -4.65 3.44 -0.37 0.07
H -1.36 -0.95 -3.51 0.07
H 3.96 3.60 3.89 0.10
H -4.56 3.56 5.29 0.08
H -0.48 -2.99 -5.55 0.12
H 1.98 -3.92 2.25 0.08
H -7.75 -0.43 1.88 0.11
H 4.41 6.71 0.14 0.13
H -2.67 2.26 4.06 0.11
H -5.26 -4.68 -2.04 0.14
H -1.42 3.82 0.84 0.07
H 0.02 0.06 -3.99 0.09
H 0.23 -1.06 -1.59 0.13
H 4.32 -2.46 -2.31 0.12
H 2.47 -0.06 -4.98 0.05
H -1.80 4.16 -9.05 0.09
H -1.86 -0.31 7.81 0.07
H -6.57 -4.68 1.72 0.06
H -4.04 3.65 1.35 0.07
H 4.63 -4.89 -0.43 0.06
H -6.55 -3.75 4.12 0.07
H -3.03 8.73 3.81 0.07
H 6.73 1.91 -0.63 0.05
H -3.50 1.03 2.24 0.10
H 0.74 -5.39 -2.07 0.07
H -4.98 -2.74 -4.19 0.08
H 0.12 -8.00 -1.02 0.13
H -0.25 -5.48 8.65 0.09
H 3.22 0.95 2.06 0.13
H -1.89 -5.17 2.29 0.10
H 6.71 0.07 -2.78 0.09
H -5.65 4.82 4.75 0.07
H 5.96 4.43 -0.94 0.09
H 8.25 -0.57 1.34 0.12
H -0.95 6.78 -1.13 0.06
H -5.58 -5.17 4.19 0.06
H 1.77 -8.40 4.71 0.07
H 0.40 -1.08 7.25 0.12
H -2.65 2.17 -4.89 0.07
H -1.15 -5.14 -0.04 0.07
H 0.36 -3.87 -3.03 0.07
H 3.61 -1.29 3.10 0.08
H 3.83 1.42 -1.63 0.12
H 0.55 -7.14 4.80 0.08
H 2.02 7.70 -3.73 0.03
H -4.92 -0.85 -2.91 0.03
H 1.36 6.73 -1.78 0.11
H 6.83 -0.88 2.19 0.12
H 3.75 4.97 -2.32 0.10
H 2.90 3.64 -0.99 0.05
H 7.73 1.62 -2.88 0.10
H 1.00 -1.29 3.08 0.05
H 5.67 1.23 1.12 0.12
H -0.97 -0.31 2.39 0.01
H 7.14 -0.68 -0.58 0.05
H -0.99 1.80 -7.93 0.07
H 1.94 -0.50 -1.95 0.09
H 0.84 8.66 -3.41 0.05
H 4.67 1.09 -4.53 0.11
H -0.89 4.66 -5.78 0.10
H 6.52 1.19 -4.10 0.08
H -0.94 3.12 -3.06 0.07
H 2.04 -5.21 4.35 0.14
H 5.57 2.80 4.22 0.09
H -4.70 -2.00 1.75 0.10
H 0.17 -2.18 -7.69 0.15
H -1.95 4.49 -2.56 0.09
H -7.32 4.74 0.22 0.06
H -5.01 1.26 -0.92 0.11
H -6.27 3.20 5.30 0.10
H -4.28 8.93 2.58 0.09
H -1.77 -2.34 5.74 0.09
H -6.29 -3.35 -3.43 0.07
H -0.89 7.01 2.20 0.13
H 3.42 -0.90 -3.92 0.04
H 2.69 -1.93 4.43 0.07
H 1.58 1.50 -0.54 0.08
H -0.36 3.03 -5.61 0.10
H 3.97 -2.87 0.54 0.07
H -3.94 -4.07 2.95 0.09
H 1.79 -4.01 -6.99 0.08
H 5.11 -3.91 2.60 0.06
H -0.94 -3.81 -1.23 0.07
H 0.68 -1.98 -4.68 0.11
H 2.05 -0.56 -7.76 0.09
H 4.75 6.63 -3.51 0.08
H 2.31 2.55 -3.38 0.07
H -3.35 -6.02 -3.40 0.08
H -0.62 0.66 0.44 0.05
H 4.89 2.86 2.60 0.06
H 1.90 0.41 4.83 0.14
H -1.98 5.31 0.39 0.06
H 0.43 -8.43 3.58 0.11
H -0.18 0.75 3.77 0.04
H -0.82 5.60 -8.39 0.08
H 6.45 6.01 -1.51 0.06
H -1.18 -6.17 7.33 0.10
H 4.66 -5.07 -2.21 0.08
H 0.77 0.09 -6.94 0.05
H -0.93 -0.89 9.13 0.07
H 0.93 -5.29 -3.87 0.09
H -0.48 -3.13 2.03 0.13
H 7.15 1.70 2.03 0.12
H -1.58 2.52 2.69 0.11
H 0.89 3.95 -7.53 0.14
H 2.17 -5.12 1.21 0.05
H 3.33 -6.51 4.51 0.14
H 2.04 -2.54 -1.94 0.08
H 2.67 -8.31 -1.21 0.13
H 2.40 -3.04 -5.74 0.08
H -7.38 3.32 2.86 0.12
H -6.82 -0.08 3.42 0.08
H 0.50 -5.68 7.00 0.09
H 1.49 5.09 -3.63 0.12
H -3.55 -4.67 -4.58 0.07
H -7.52 3.30 -0.40 0.06
H 0.78 -6.63 1.35 0.03
H -1.69 -2.89 3.33 0.11
H 4.67 7.68 -2.20 0.07
H 2.76 -7.40 1.54 0.03
H -2.46 9.10 2.21 0.09
H 0.24 2.22 -8.96 0.08
H -5.91 -0.17 1.78 0.06
H 1.66 4.33 0.08 0.09
H -3.09 -0.05 3.59 0.11
H -0.11 4.55 -9.57 0.07
H 0.75 -3.18 8.37 0.14
H -5.11 -4.21 0.77 0.07
H 5.95 -4.16 -1.29 0.07
H -5.69 -1.06 -0.87 0.08
H -1.37 -0.68 5.75 0.06
H -2.93 -0.74 -1.81 0.10
H -3.12 3.96 -4.76 0.09
H 4.16 -3.65 4.10 0.06
H -2.23 -1.91 8.39 0.08
H 0.61 1.59 -2.00 0.10
H -0.31 5.18 0.89 0.08
H -5.07 -5.67 1.74 0.07
H -4.00 5.22 2.76 0.03
H -0.17 -2.60 4.61 0.03
H -1.52 7.47 -2.65 0.09
H -4.90 -5.70 -4.25 0.07
H -2.90 0.99 -2.25 0.11
H 4.01 -0.85 4.81 0.07
H -1.23 3.41 -1.32 0.05
H 0.68 -8.97 0.41 0.12
```

Relative energy (zero: lowest compared OMol25 entry of this formula, charge and spin) in eV: 0.000
HOMO-LUMO gap in eV: 9.1823



# 2
C64H59FeN2O6P2 | ωB97M-V/def2-TZVPD

The geometry in XYZ format:
```
134
Properties=species:S:1:pos:R:3:lowdin_spin:R:1
Fe 0.71 -0.78 0.06 0.99
P 1.56 1.65 -1.26 0.00
P -2.55 1.60 -0.15 0.00
O 3.26 1.34 2.70 0.00
O -0.16 -0.14 6.25 0.00
O -2.52 -2.55 2.44 0.00
O 2.38 0.35 0.88 0.00
O -1.35 -1.84 0.65 0.00
O -0.95 3.06 -1.93 0.00
N 0.97 -3.16 0.52 0.01
N 0.32 -0.51 2.18 0.00
C -2.69 -5.14 0.41 0.00
C -0.88 -0.99 4.18 0.00
C 1.10 0.33 4.26 0.00
C 1.21 0.17 2.89 0.00
C -0.10 -3.88 0.46 0.00
C 4.51 -2.81 1.87 0.00
C 3.08 0.79 -1.83 0.00
C -5.10 0.89 1.07 0.00
C -1.63 -1.90 2.00 0.00
C -3.87 -3.10 -0.37 0.00
C 5.36 0.45 -2.57 0.00
C 0.03 -0.25 4.91 0.00
C -3.52 2.20 2.31 0.00
C 0.05 3.57 -2.73 0.00
C 3.79 -1.35 -2.75 0.00
C 3.09 4.72 1.10 0.00
C -1.49 -5.87 0.79 0.00
C -4.29 0.48 -2.17 0.00
C -5.64 1.63 3.30 0.00
C -2.08 -0.44 -1.95 0.00
C 5.18 -3.99 1.17 0.00
C 4.20 -5.17 1.16 0.00
C -2.46 4.82 -2.65 0.00
C 2.41 0.69 2.10 0.00
C -2.16 3.72 -1.87 0.00
C -0.15 4.66 -3.57 0.00
C 4.23 -3.20 3.33 0.00
C 0.84 4.24 1.77 0.00
C -3.72 5.39 -2.50 0.00
C 2.81 -0.53 -2.20 0.01
C -1.48 5.40 -3.64 0.00
C -0.70 -1.10 2.81 0.00
C 2.21 -3.62 1.18 0.00
C 2.32 3.37 -3.47 0.00
C 3.01 3.73 0.13 0.00
C -1.24 6.89 -3.31 0.00
C 3.87 -5.57 2.60 0.00
C 1.95 -3.98 2.66 0.00
C -2.65 -3.86 0.05 0.00
C 1.30 2.92 -2.64 0.00
C -1.34 -3.13 -0.03 0.00
C -3.60 -1.36 -3.57 0.00
C 1.86 2.99 -0.03 0.00
C -4.41 2.27 3.38 0.00
C 0.77 3.25 0.80 0.00
C -3.06 0.46 -1.52 0.00
C -3.08 3.17 -0.97 0.00
C -2.35 -1.34 -2.97 0.00
C 3.26 -4.38 3.34 0.00
C 2.12 4.43 -4.33 0.00
C -5.98 0.94 2.15 0.00
C 2.00 4.98 1.93 0.00
C -4.64 4.89 -1.59 0.00
C 3.20 -2.44 1.18 0.00
C -1.63 -7.30 1.21 0.00
C 0.91 5.07 -4.37 0.00
C 4.38 1.26 -2.01 0.00
C 2.92 -4.76 0.42 0.00
C -4.32 3.78 -0.83 0.00
C -0.29 -5.27 0.79 0.00
C -4.56 -0.44 -3.18 0.00
C -3.85 1.51 1.14 0.00
C -2.05 5.27 -5.07 0.00
C 5.07 -0.85 -2.96 0.00
H -3.98 -2.22 0.26 0.00
H -0.54 7.34 -4.01 0.00
H -5.03 1.22 -1.92 0.00
H -1.19 -2.83 -1.08 0.00
H -0.68 -7.82 1.17 0.00
H 3.17 -4.40 -0.58 0.00
H -4.76 -3.72 -0.26 0.00
H 5.17 -1.94 1.85 0.00
H -1.38 5.73 -5.79 0.00
H -3.64 -5.66 0.43 0.00
H 0.56 0.38 6.63 0.00
H 3.38 -2.12 0.15 0.00
H 1.22 -4.78 2.76 0.00
H 3.79 -2.35 3.86 0.00
H 3.18 -6.42 2.61 0.00
H -2.56 2.70 2.38 0.00
H -4.00 6.25 -3.10 0.00
H 6.09 -4.27 1.70 0.00
H -5.03 3.40 -0.11 0.00
H -5.39 0.37 0.17 0.00
H -3.02 5.77 -5.14 0.00
H -1.73 -1.49 4.64 0.00
H -1.10 -0.42 -1.49 0.00
H -5.53 -0.43 -3.66 0.00
H 5.83 -1.47 -3.41 0.00
H 0.77 5.91 -5.04 0.00
H -0.01 4.43 2.42 0.00
H -3.79 -2.76 -1.40 0.00
H 4.65 -6.02 0.63 0.00
H -4.14 2.81 4.27 0.00
H 3.28 2.87 -3.46 0.00
H 1.81 -0.93 -2.06 0.01
H 2.28 -5.63 0.29 0.00
H -3.83 -2.08 -4.35 0.00
H -5.60 5.37 -1.47 0.00
H -2.00 -7.34 2.24 0.00
H 1.53 -3.09 3.15 0.00
H -0.84 6.99 -2.30 0.00
H 2.74 -1.61 1.70 0.00
H 3.04 -4.67 4.38 0.00
H 2.07 5.74 2.69 0.00
H 3.88 3.55 -0.50 0.00
H 6.36 0.84 -2.71 0.00
H 3.55 -2.37 -3.03 0.00
H 2.93 4.76 -4.97 0.00
H 5.16 -3.46 3.83 0.00
H 1.87 0.90 4.77 0.00
H 5.45 -3.72 0.14 0.00
H 4.01 5.28 1.22 0.00
H -2.18 7.45 -3.37 0.00
H -2.36 -7.82 0.58 0.00
H 0.56 -5.87 1.08 0.00
H -0.14 2.66 0.70 0.00
H -1.58 -2.04 -3.30 0.00
H 4.79 -5.90 3.11 0.00
H -6.93 0.44 2.08 0.00
H -6.32 1.66 4.14 0.00
H 4.65 2.26 -1.71 0.00
H -2.18 4.22 -5.33 0.00
```

Spin multiplicity: 2
HOMO-LUMO gap (spin up / spin down) in eV: 6.3943 / 5.7971